Molecular formula: C46H43N4P3SSe2Zr
Method: DFT, the ωB97M-V functional and the def2-TZVPD basis

Properties
Multiplicity: 1
E_tot: -8269.608900 a.u.
F_max: 0.7 eV/Å
Charge: +2

The geometry in XYZ format:
```
100
Properties=species:S:1:pos:R:3:forces:R:3
Zr 0.10629 0.37156 0.14328 -0.281 -0.434 -0.431
C 1.15966 3.05635 2.16864 -0.006 -0.054 0.035
P 2.62637 2.73805 1.10149 0.044 0.058 -0.011
C 1.86608 2.60781 -0.58015 0.122 0.049 -0.051
C 2.72909 2.29588 -1.64229 0.000 0.059 0.014
C 2.25922 2.20689 -2.93789 0.046 -0.021 -0.035
C 0.90245 2.37903 -3.21585 -0.041 0.004 -0.058
C 0.02757 2.67960 -2.19030 0.080 -0.048 -0.005
C 0.51684 2.82303 -0.88308 -0.007 -0.193 0.132
C 3.32458 4.41672 0.99994 0.031 0.041 -0.012
C 4.52709 4.65368 1.66409 -0.031 -0.038 -0.016
C 5.08086 5.92613 1.67525 0.018 0.029 0.006
C 4.44172 6.96487 1.01498 0.022 -0.011 0.009
C 3.24639 6.73543 0.34523 -0.039 -0.014 -0.022
C 2.68797 5.46724 0.33766 0.020 -0.009 0.027
C 0.44058 1.87863 2.77233 -0.016 0.149 0.167
C -0.18663 1.91227 3.99023 0.051 0.000 -0.013
C -0.72694 0.62597 4.23703 -0.010 -0.041 0.044
C -0.41584 -0.14519 3.15701 -0.050 -0.092 0.062
C -0.81534 -1.56080 2.86280 0.135 0.071 -0.018
P 0.11073 -2.07810 1.38690 -0.211 0.098 -0.183
C -0.69263 -3.55078 0.71524 0.092 0.013 0.022
C -0.45265 -3.91458 -0.60919 -0.072 0.003 0.022
C -1.04828 -5.04325 -1.14755 -0.006 -0.019 -0.016
C -1.89457 -5.81790 -0.36304 0.008 -0.004 0.021
C -2.13173 -5.46688 0.95944 0.010 -0.008 -0.026
C -1.53005 -4.33854 1.50008 -0.030 -0.015 0.074
C 1.75555 -2.59896 1.93425 0.073 -0.053 0.023
C 2.47087 -3.53193 1.18260 -0.003 0.005 0.067
C 3.75098 -3.90322 1.57017 0.015 -0.016 -0.010
C 4.32022 -3.35315 2.71241 0.009 -0.021 -0.018
C 3.60904 -2.42670 3.46285 -0.006 0.024 0.043
C 2.33329 -2.03975 3.07436 0.018 -0.027 -0.014
N 0.32076 0.59132 2.23166 0.022 0.215 0.070
H 0.47606 3.76354 1.69070 -0.025 0.019 -0.054
H 1.59127 3.61927 2.99869 0.013 0.017 0.036
H 3.78498 2.14865 -1.43818 -0.002 -0.004 -0.007
H 2.94934 1.99952 -3.74770 -0.016 0.011 0.034
H 0.54220 2.29366 -4.23356 0.001 0.003 0.044
H -1.02528 2.83510 -2.38484 -0.047 -0.005 -0.017
H -0.17304 3.14961 -0.11418 -0.021 0.095 0.056
H 5.03058 3.84071 2.17556 -0.003 0.023 -0.008
H 6.01248 6.10508 2.19613 -0.017 -0.006 -0.013
H 4.87614 7.95599 1.01749 -0.005 -0.016 0.007
H 2.74964 7.54720 -0.17084 0.014 -0.021 0.012
H 1.75504 5.29808 -0.18806 0.004 0.014 -0.008
H -0.22106 2.76703 4.64998 -0.001 -0.040 -0.029
H -1.27820 0.30758 5.10932 0.031 0.014 -0.044
H -1.87385 -1.62595 2.59857 -0.090 0.003 -0.024
H -0.63671 -2.21714 3.71540 0.023 -0.046 0.012
H 0.19156 -3.29994 -1.22505 -0.001 0.050 -0.041
H -0.86033 -5.31743 -2.17869 -0.012 0.005 0.038
H -2.36319 -6.69956 -0.78191 0.010 0.032 0.016
H -2.77938 -6.07733 1.57605 0.017 0.015 -0.016
H -1.71706 -4.08136 2.53611 -0.006 -0.016 -0.038
H 2.01771 -3.99871 0.31487 0.032 0.007 0.024
H 4.29271 -4.64595 0.99607 -0.023 0.030 0.026
H 5.30791 -3.66414 3.02997 -0.028 0.005 -0.012
H 4.04145 -2.01290 4.36586 -0.015 -0.012 -0.030
H 1.78884 -1.31523 3.66816 0.018 0.000 -0.002
Se -2.32232 1.40398 0.82871 0.056 -0.052 0.006
P -3.21243 0.30981 -0.83748 0.062 -0.024 0.069
Se -1.51351 -0.74772 -1.71276 0.064 0.008 0.003
C -4.45021 -0.84977 -0.24864 -0.010 0.131 -0.063
C -5.72826 -0.35127 0.00431 -0.055 0.019 0.005
C -6.69922 -1.18921 0.52798 0.021 -0.003 -0.004
C -6.39512 -2.51880 0.79364 0.021 0.015 -0.012
C -5.12271 -3.01214 0.53477 -0.022 -0.039 0.019
C -4.14349 -2.18099 0.01409 0.049 -0.035 -0.019
C -3.99018 1.38766 -2.04305 0.006 -0.014 0.044
C -4.52874 0.79724 -3.18773 -0.012 0.009 -0.018
C -5.14955 1.59039 -4.13690 0.001 -0.027 -0.001
C -5.23724 2.96517 -3.94336 0.016 0.002 0.035
C -4.70451 3.54885 -2.80271 -0.012 0.048 -0.012
C -4.07653 2.76220 -1.84642 0.016 -0.019 -0.015
H -5.96617 0.68407 -0.21407 -0.008 -0.034 0.019
H -7.69261 -0.80702 0.72236 0.021 -0.012 -0.003
H -7.15736 -3.17353 1.19589 0.020 0.006 -0.006
H -4.88983 -4.05130 0.72925 -0.024 0.016 0.000
H -3.15664 -2.57545 -0.20335 -0.022 0.031 0.014
H -4.46698 -0.27617 -3.33135 -0.010 0.018 -0.010
H -5.57071 1.13796 -5.02537 0.009 0.015 0.026
H -5.73057 3.58119 -4.68361 0.011 -0.003 0.006
H -4.78286 4.61808 -2.64977 -0.006 -0.046 -0.016
H -3.66835 3.21395 -0.95025 -0.007 -0.012 -0.010
C 2.14053 -3.45099 -3.55056 0.008 0.049 0.031
C 1.81490 -1.96250 -3.38866 0.048 -0.080 -0.020
C 2.31733 -1.39616 -2.10322 0.071 -0.142 -0.063
N 1.61484 -0.72289 -1.26316 -0.101 0.215 0.238
N 2.28549 -0.30159 -0.14553 -0.125 0.047 -0.078
C 3.54499 -0.66207 -0.13715 0.053 -0.059 -0.002
N 4.40877 -0.31860 0.80970 -0.009 -0.025 -0.015
S 3.95424 -1.58944 -1.55217 0.049 0.076 0.010
H 1.73491 -3.82002 -4.49057 0.005 0.013 0.008
H 1.71557 -4.04324 -2.73801 0.027 0.015 -0.032
H 3.21881 -3.62094 -3.56769 -0.029 -0.012 -0.006
H 0.74079 -1.78048 -3.42527 -0.040 -0.002 0.011
H 2.26026 -1.39582 -4.21043 0.003 0.012 0.006
H 4.09650 0.31942 1.52957 -0.010 0.004 0.012
H 5.30884 -0.75796 0.89243 0.010 0.014 -0.016
```
Forces are in eV/Å.



Molecular formula: C46H44AsClN3O2PdS
Method: DFT, the ωB97M-V functional and the def2-TZVPD basis

Properties
Multiplicity: 1
E_tot: -5316.137870 a.u.
F_max: 1.9 eV/Å
Charge: -1

The geometry in XYZ format:
```
99
Properties=species:S:1:pos:R:3:forces:R:3
Pd 0.25459 -0.97258 0.68028 -0.712 0.716 0.338
O 2.42982 -2.81622 3.10104 0.086 0.141 -0.033
S 2.63570 -2.84534 1.66985 -0.103 -0.336 -0.332
O 3.64039 -3.77204 1.18413 -0.111 -0.173 0.156
N 1.26246 -2.94692 0.83586 -0.484 -0.491 0.410
C 0.51981 -4.14037 0.90358 0.501 0.118 -0.186
C 0.95045 -5.32730 1.48466 -0.049 0.319 -0.030
C 0.14259 -6.48129 1.50148 0.103 0.070 0.041
C -1.10579 -6.49548 0.95282 -0.051 -0.116 0.058
C -1.59386 -5.32253 0.33907 -0.017 0.189 -0.011
C -2.88656 -5.23896 -0.23160 0.062 -0.046 -0.027
C -3.29257 -4.08810 -0.83689 -0.136 0.062 -0.053
C -2.40243 -2.99491 -0.87641 0.080 -0.008 0.044
N -1.21492 -3.02787 -0.33032 0.054 -0.007 -0.021
C -0.78912 -4.15822 0.28779 0.191 0.064 -0.112
C 3.26318 -1.26963 1.13787 0.125 -0.041 -0.062
C 4.00323 -0.53367 2.05193 -0.102 0.047 0.027
C 4.75238 0.54649 1.60324 -0.031 0.054 -0.012
C 4.75514 0.88413 0.25424 -0.039 0.079 0.036
C 4.00550 0.14441 -0.65408 -0.049 0.110 -0.004
C 3.26933 -0.94539 -0.21626 0.128 -0.029 0.076
H 1.93249 -5.36314 1.93498 -0.025 -0.058 0.005
H 0.53050 -7.37854 1.96863 0.038 0.016 0.016
H -1.72201 -7.38751 0.97633 -0.001 0.044 -0.002
H -3.54042 -6.10306 -0.18178 0.026 -0.006 0.003
H -4.27627 -3.99122 -1.28008 0.043 -0.022 0.001
H -2.68823 -2.06991 -1.36949 -0.033 0.039 0.034
H 3.98976 -0.82893 3.09575 0.012 0.040 -0.080
H 5.33926 1.12572 2.30871 -0.043 -0.041 -0.051
H 5.34589 1.72624 -0.09209 -0.053 -0.054 0.029
H 3.99692 0.40952 -1.70658 0.006 -0.012 0.069
H 2.75741 -1.58271 -0.92331 -0.134 -0.003 -0.024
Cl 0.56049 -3.64225 6.67453 -0.014 0.018 -0.023
C -0.04254 -2.72741 5.31913 -0.020 0.121 -0.074
C 0.11051 -1.34924 5.30140 -0.005 0.019 -0.005
C -0.35381 -0.62795 4.21548 0.030 0.017 -0.005
C -0.96855 -1.25936 3.12663 -0.271 -0.089 0.397
C -1.42514 -0.51957 1.95605 1.574 -0.247 -1.079
C -1.14669 -2.64540 3.20436 -0.058 -0.011 -0.084
C -0.67766 -3.38043 4.27893 -0.027 -0.106 -0.004
H 0.58875 -0.85019 6.13366 0.011 -0.003 -0.013
H -0.25124 0.45028 4.20554 0.041 0.018 0.018
H -1.51108 0.55365 2.02834 -0.228 0.135 0.261
H -2.18098 -0.98310 1.34002 -0.286 0.015 0.017
H -1.65561 -3.15054 2.39072 0.024 0.013 0.118
H -0.79743 -4.45655 4.30809 0.004 0.050 -0.032
C 2.72566 1.98166 -5.87561 0.016 -0.026 0.083
C 2.13029 1.75105 -4.50929 0.042 0.059 -0.062
C 1.55737 0.53927 -4.16386 0.030 -0.028 -0.015
C 0.92333 0.34432 -2.93892 -0.053 0.012 0.018
C 0.29493 -1.00849 -2.70932 -0.051 0.181 -0.319
C 0.86012 1.40254 -2.01034 0.178 -0.126 0.038
As -0.30868 1.07167 -0.42167 -0.361 0.033 0.024
N -2.01405 1.03675 -0.83922 -0.332 -0.686 0.014
C -2.73791 0.71256 -1.93562 0.205 0.170 -0.085
C -2.33699 0.89333 -3.28978 -0.227 0.063 0.075
C -3.18353 0.59821 -4.35095 0.030 -0.005 0.094
C -4.46984 0.11220 -4.14060 0.007 -0.001 0.046
C -4.90281 -0.04692 -2.82382 0.132 0.040 0.069
C -4.07327 0.24819 -1.75317 0.016 -0.020 -0.112
C -0.42252 2.74249 0.62031 0.209 -0.117 0.232
C 0.23745 2.86559 1.85376 0.030 0.105 -0.071
C 1.36337 1.95201 2.26022 0.037 0.253 -0.031
C -0.07597 3.93208 2.69642 -0.003 -0.014 -0.007
C -0.98730 4.90868 2.32607 -0.024 0.109 0.002
C -1.31850 6.06536 3.24098 -0.019 -0.099 -0.038
C -1.56692 4.81253 1.06656 -0.001 0.073 0.077
C -1.30973 3.74751 0.21004 -0.119 -0.007 -0.194
C -1.97760 3.76891 -1.14690 -0.016 0.183 0.129
C 1.55338 2.59605 -2.29807 0.036 -0.076 0.075
C 1.77769 3.71851 -1.30799 -0.098 -0.044 -0.097
C 2.14204 2.75450 -3.55110 0.033 0.014 0.018
H 2.81904 1.04581 -6.43018 -0.002 0.061 0.041
H 3.71450 2.44188 -5.80474 -0.048 -0.032 -0.009
H 2.09182 2.65619 -6.45678 0.021 -0.028 -0.006
H 1.59313 -0.28703 -4.86790 -0.034 0.027 0.010
H -0.76817 -0.99000 -2.96076 0.008 0.019 -0.009
H 0.35905 -1.34461 -1.68667 0.066 -0.152 0.388
H 0.77420 -1.76086 -3.33613 0.015 0.011 -0.027
H -1.35324 1.30096 -3.48227 0.001 -0.004 -0.083
H -2.83781 0.76282 -5.36812 0.041 -0.016 0.067
H -5.12133 -0.12574 -4.97406 0.041 0.028 0.048
H -5.90887 -0.41063 -2.63360 0.050 0.023 0.031
H -4.42073 0.12487 -0.73202 0.016 0.000 -0.045
H 1.04195 0.93322 2.42232 -0.101 -0.372 0.004
H 1.84623 2.31354 3.17108 -0.043 -0.002 -0.046
H 2.11983 1.91221 1.47638 0.117 -0.062 -0.056
H 0.42152 4.00360 3.66062 0.013 0.011 -0.076
H -0.64593 6.09428 4.10231 -0.067 -0.008 -0.090
H -2.34457 5.98420 3.61585 0.105 0.011 -0.029
H -1.23803 7.01847 2.70997 -0.008 -0.075 0.052
H -2.24547 5.59589 0.73481 0.043 -0.053 0.001
H -2.10104 4.80364 -1.47921 0.045 0.014 0.049
H -2.96129 3.30136 -1.09973 0.040 0.013 -0.022
H -1.41210 3.22439 -1.89839 0.015 0.053 -0.063
H 1.85003 3.35035 -0.29021 0.020 0.006 0.058
H 0.97675 4.46037 -1.33278 -0.043 -0.041 0.032
H 2.71156 4.22999 -1.54904 -0.035 -0.013 -0.022
H 2.64531 3.69367 -3.77512 -0.027 -0.078 0.043
```
Forces are in eV/Å.



> multiplicity of number 1 (C46H43N4P3SSe2Zr)?

1



> Which formula does entry 2 have?

C46H44AsClN3O2PdS